Entry 1:
C3H6O4S2 | ωB97M-V/def2-TZVPD

Geometry as XYZ:
```
15
Properties=species:S:1:pos:R:3:forces:R:3
C -1.20308 0.19981 -0.05109 2.004 -0.478 -0.277
C -1.69237 -1.20911 0.30923 -0.260 1.754 -0.016
C 1.97797 -0.01891 0.76584 -0.346 3.275 -2.451
O -1.14385 1.68134 -2.43086 0.316 -1.496 0.916
O 0.31974 -0.34226 -2.21044 -0.452 0.428 -0.109
O 0.56914 1.61251 -0.62280 0.136 0.184 -0.421
O 0.13081 1.39387 1.92728 0.012 0.031 -0.057
S -0.49406 0.68673 -1.60991 -0.127 0.724 -0.696
S 0.29603 0.72948 0.66530 -0.341 1.391 1.380
H -0.84253 -1.92099 0.28020 -0.901 0.042 0.326
H -2.15641 -0.94619 1.30908 0.444 -1.410 -0.948
H -2.46399 -1.46347 -0.43640 0.210 -0.231 0.606
H 2.75342 0.77087 0.36145 -1.738 -1.543 1.139
H 2.12741 -0.42853 1.69113 0.500 -0.682 2.383
H 1.82177 -0.74516 0.05200 0.544 -1.988 -1.777
```
Positions in Å, forces in eV/Å.

Output
Orbital gap: 0.3392 Eh
Charge: 0
F_max: 4.105 eV Å⁻¹
Calculated total energy: -33063.9793 eV

***

Entry 2:
C31H59NO9 | ωB97M-V/def2-TZVPD

Geometry as XYZ:
```
100
Properties=species:S:1:pos:R:3:forces:R:3
C 10.72834 -3.84268 1.78023 0.104 0.066 0.547
C 9.29577 -3.13179 2.15539 0.976 -0.584 0.394
O 8.90415 -2.05371 1.20067 -1.647 -1.891 1.828
C 7.42807 -1.99279 1.31429 -0.789 0.698 0.257
C 6.85914 -0.44756 1.10932 0.850 -1.909 -0.697
O 6.64214 0.10260 2.46155 -1.648 0.695 -2.098
C 5.49089 1.03229 2.48952 -0.225 0.820 1.148
C 4.24373 0.42509 3.42391 1.482 -0.212 0.164
O 2.94778 0.81022 2.84401 0.208 -2.078 0.924
C 1.93725 -0.25271 2.97288 -0.691 0.049 -1.152
C 2.25398 -1.46743 1.91164 0.882 -2.436 -1.500
C 3.16851 -1.15382 0.57225 -0.811 -3.247 -0.004
C 3.59464 -2.31512 -0.55359 -2.937 -1.280 4.319
C 3.04837 -3.86588 -0.26166 -0.874 3.340 2.744
C 2.12037 -4.09755 1.06973 -0.064 2.175 1.096
C 1.68727 -2.98053 2.18879 3.023 1.659 -3.491
C 0.75551 -3.62004 3.37633 -0.002 1.454 2.483
O 0.43265 -3.19711 4.60094 1.983 -2.749 -8.296
N 0.32312 -4.94140 2.70663 0.675 0.683 -0.180
C 1.38859 -5.42261 1.69936 2.291 -3.840 -2.765
O 1.70820 -6.69409 1.36378 -2.698 8.397 2.603
H 11.10700 -3.59033 0.68862 -0.939 -0.569 2.330
H 11.53201 -3.48693 2.57446 -1.545 -0.690 -1.868
H 10.60972 -5.01044 1.93548 0.309 2.440 -0.545
H 9.43813 -2.64100 3.22568 -0.653 -1.048 -2.130
H 8.47808 -3.99768 2.19801 1.617 2.047 -0.142
H 7.08632 -2.31752 2.39419 0.655 0.718 -2.090
H 6.96155 -2.75503 0.55115 0.801 1.543 1.271
H 5.88672 -0.53164 0.46337 1.636 0.349 1.466
H 7.66005 0.12616 0.47260 -1.521 -0.780 1.428
H 5.13141 1.30492 1.40140 0.625 -0.512 2.257
H 5.85686 2.00489 3.07670 -0.706 -1.974 -1.611
H 4.42460 -0.73256 3.50292 -0.642 2.078 -0.389
H 4.36046 0.85120 4.52313 -0.431 -0.736 -2.254
H 1.80237 -0.62971 4.07625 0.459 0.482 -2.189
H 0.90591 0.23000 2.61752 2.245 -0.976 0.801
H 3.57072 -0.05175 0.37591 -1.146 -2.670 0.658
H 4.25746 -2.04999 -1.48752 -1.531 -0.609 2.136
H 3.30826 -4.76224 -0.96770 -0.642 1.955 1.614
H -0.55472 -4.67768 2.16690 1.282 -0.786 0.834
C 7.57632 1.57353 -4.17589 0.181 0.125 0.029
C 6.42592 1.47663 -3.18869 0.079 -0.027 0.016
O 6.83743 1.54086 -1.82605 -0.063 -0.104 0.087
C 7.49922 2.73494 -1.41480 -0.036 0.006 -0.041
C 6.64626 3.98229 -1.56537 -0.120 0.056 -0.198
H 8.33675 0.81742 -3.95677 -0.138 0.033 -0.037
H 7.21635 1.42728 -5.19877 0.023 0.005 0.132
H 8.06506 2.55025 -4.12838 -0.069 -0.042 -0.081
H 5.93308 0.50704 -3.31949 0.079 0.101 0.255
H 5.66556 2.23809 -3.39226 0.053 0.058 -0.034
H 8.45323 2.84163 -1.94598 -0.086 0.042 -0.006
H 7.74494 2.60485 -0.35632 -0.076 -0.225 -0.138
H 6.42737 4.19568 -2.61531 0.063 0.053 0.075
H 7.16316 4.85191 -1.14817 -0.053 -0.127 -0.029
H 5.68852 3.85975 -1.05097 0.124 0.007 0.024
C -4.05764 0.60247 2.03277 -0.097 0.146 -0.133
C -2.57538 0.58523 2.36440 -0.007 -0.045 -0.085
O -1.73504 0.76446 1.22776 0.126 -0.131 0.037
C -1.87900 1.99068 0.51459 -0.044 0.030 0.010
C -1.57230 3.21858 1.35381 -0.085 0.033 0.223
H -4.28647 -0.13045 1.25275 0.047 0.024 0.132
H -4.65158 0.37009 2.92186 0.091 0.009 -0.090
H -4.37512 1.58115 1.66328 -0.026 -0.043 0.078
H -2.32256 -0.39333 2.78703 0.155 0.124 -0.200
H -2.33451 1.32478 3.13540 -0.072 0.060 -0.013
H -2.87997 2.05528 0.07012 0.041 0.055 0.054
H -1.17035 1.95034 -0.31839 -0.070 -0.239 0.148
H -2.29558 3.34272 2.16453 0.013 0.061 -0.090
H -1.60384 4.12156 0.73645 0.011 -0.131 0.050
H -0.58149 3.13677 1.81042 -0.047 0.012 -0.107
C -7.04746 3.59029 -1.70559 -0.079 -0.128 0.194
C -6.17259 2.98022 -2.78716 0.069 0.009 0.058
O -5.14473 2.13438 -2.27890 0.106 0.063 0.011
C -5.56676 0.99060 -1.53959 -0.027 -0.014 -0.107
C -6.42153 0.02957 -2.34699 -0.209 0.129 -0.160
H -6.43526 4.11392 -0.96466 -0.039 0.000 -0.133
H -7.75774 4.29891 -2.14219 0.098 -0.070 0.031
H -7.61990 2.82591 -1.17348 -0.045 0.061 -0.075
H -5.67033 3.78916 -3.32887 0.141 -0.245 0.107
H -6.77574 2.44294 -3.52671 -0.073 -0.027 0.065
H -6.08066 1.30132 -0.62142 -0.058 -0.037 -0.058
H -4.65639 0.47034 -1.22617 0.051 0.270 -0.096
H -7.37673 0.48077 -2.62952 0.009 -0.148 0.119
H -6.63671 -0.87213 -1.76551 0.019 0.116 -0.057
H -5.91115 -0.25871 -3.27073 0.042 -0.007 0.136
C -11.95362 1.15472 -1.44117 -0.067 -0.112 0.184
C -11.07875 0.54465 -2.52273 0.048 0.018 0.068
O -10.05089 -0.30119 -2.01447 0.098 0.029 -0.004
C -10.47292 -1.44497 -1.27516 -0.016 0.049 -0.070
C -11.32769 -2.40600 -2.08256 -0.190 0.058 -0.136
H -11.34141 1.67835 -0.70023 -0.044 -0.008 -0.135
H -12.66390 1.86334 -1.87776 0.101 -0.079 0.034
H -12.52606 0.39034 -0.90905 -0.040 0.078 -0.070
H -10.57649 1.35359 -3.06444 0.141 -0.239 0.100
H -11.68190 0.00736 -3.26228 -0.065 -0.018 0.055
H -10.98681 -1.13425 -0.35700 -0.041 -0.039 -0.076
H -9.56255 -1.96523 -0.96174 0.021 0.263 -0.106
H -12.28289 -1.95480 -2.36509 0.026 -0.081 0.074
H -11.54287 -3.30770 -1.50108 0.051 0.112 -0.058
H -10.81731 -2.69429 -3.00630 0.010 -0.002 0.136
```
Positions in Å, forces in eV/Å.

Output
Orbital gap: 0.2822 Eh
Charge: 0
F_max: 9.196 eV Å⁻¹
SMILES string: CCOCCOCCOCc1cccc2c1C(=O)NC2=O.CCOCC.CCOCC.CCOCC.CCOCC
Calculated total energy: -53004.4691 eV

***

| no. | LUMO level (eV) |
| --- | --- |
| 1 | -0.198 |
| 2 | -1.477 |